{
  "formula": "C3H9N3S",
  "method": "ωB97M-V/def2-TZVPD",
  "total_energy_ev": -18560.617,
  "spin_multiplicity": 1,
  "homo_energy_ev": -8.6,
  "smiles": "C/C(=N\\N)N(C)S",
  "homo_lumo_gap_ev": 9.5862,
  "de_lowest_kcal_mol": 47.6,
  "fmax_ev_per_a": 2.40,
  "total_charge": 0,
  "elements": ["C", "C", "N", "N", "N", "C", "S", "H", "H", "H", "H", "H", "H", "H", "H", "H"],
  "coordinates": [[-0.9565, 0.9448, -0.6379], [-0.1392, -0.2893, -0.2932], [-0.7208, -1.3772, 0.0617], [-2.1135, -1.3955, -0.0339], [1.2441, -0.0348, -0.4715], [1.7751, 1.0063, 0.4202], [2.1704, -1.5230, -0.3892], [-0.3392, 1.8550, -0.8946], [-1.6178, 1.1403, 0.2064], [-1.6398, 0.7263, -1.4361], [-2.4178, -2.2675, 0.3708], [-2.5427, -0.6507, 0.4960], [2.8012, 1.1098, 0.1309], [1.2319, 1.9446, 0.2412], [1.6596, 0.8126, 1.4689], [1.6051, -2.0018, 0.7604]],
  "forces_ev_per_angstrom": [[0.6, 0.6, 0.4], [-1.5, 1.3, -0.5], [1.7, 0.4, -0.5], [0.1, -0.1, 0.0], [-0.1, -2.2, 0.9], [-0.6, 0.6, -1.0], [-0.3, 0.5, 0.4], [-0.8, -1.2, 0.3], [0.1, 0.5, 0.2], [-0.2, -0.2, -0.7], [0.0, -0.1, 0.0], [-0.1, 0.3, 0.1], [0.6, 0.3, 0.2], [0.4, -0.2, -0.1], [0.1, -0.6, 0.7], [0.3, 0.1, -0.4]]
}

{
  "formula": "C18H27N8O5PtS3",
  "method": "ωB97M-V/def2-TZVPD",
  "total_energy_ev": -77006.487,
  "spin_multiplicity": 3,
  "homo_energy_ev": [-9.9, -10.7],
  "homo_lumo_gap_ev": [6.5945, 7.1668],
  "de_lowest_kcal_mol": 8.1,
  "fmax_ev_per_a": 0.41,
  "s_squared": 2.006,
  "total_charge": 1,
  "elements": ["Pt", "C", "S", "C", "S", "N", "N", "C", "C", "C", "C", "C", "C", "N", "H", "H", "H", "H", "H", "H", "H", "H", "C", "N", "C", "N", "O", "H", "H", "H", "H", "H", "H", "C", "C", "S", "O", "O", "C", "C", "N", "C", "N", "C", "C", "N", "O", "O", "C", "H", "H", "H", "H", "H", "H", "H", "H", "H", "H", "H", "H", "H"],
  "coordinates": [[0.7774, 0.1017, -1.6739], [-0.6531, -4.1057, -4.7221], [0.2180, -4.4267, -3.1801], [0.5271, -2.8355, -2.5304], [0.0588, -1.4171, -3.4061], [1.1556, -2.9194, -1.3808], [1.4348, -1.7139, -0.8164], [2.2338, -1.6428, 0.1791], [2.5066, -0.3267, 0.7677], [3.2652, -0.2019, 1.9208], [3.4926, 1.0637, 2.4388], [2.9563, 2.1614, 1.7900], [2.2071, 1.9541, 0.6414], [1.9887, 0.7457, 0.1382], [-1.0948, -5.0596, -5.0040], [0.0274, -3.7740, -5.5021], [-1.4444, -3.3752, -4.5794], [2.6974, -2.5395, 0.5765], [3.6625, -1.0846, 2.4019], [4.0793, 1.1879, 3.3383], [3.1091, 3.1651, 2.1581], [1.7679, 2.7845, 0.1040], [4.7942, -0.9771, -3.8458], [3.9064, -0.1518, -4.6470], [2.8715, 0.5039, -4.0910], [2.0130, 1.1355, -4.9219], [2.7319, 0.5410, -2.8516], [5.7124, -1.1428, -4.4035], [4.3406, -1.9398, -3.6035], [5.0331, -0.4561, -2.9228], [3.9497, -0.2351, -5.6474], [2.1130, 1.1256, -5.9201], [1.2618, 1.6626, -4.5178], [-2.1441, 2.4397, 5.5121], [-3.0230, 1.4462, 4.7668], [-2.0235, 0.3879, 3.7486], [-1.2879, 1.2085, 2.8129], [-1.3036, -0.5349, 4.5833], [-3.2007, -0.6207, 2.8343], [-3.8200, -0.0456, 1.5604], [-2.8398, 0.5364, 0.6419], [-1.9209, -0.1796, -0.0383], [-1.1049, 0.6245, -0.7102], [-1.5098, 1.9031, -0.4720], [-2.5732, 1.8606, 0.3680], [-3.1955, 3.0015, 0.9761], [-2.8408, 4.0816, 0.5631], [-4.0317, 2.8203, 1.8463], [-1.8298, -1.6591, -0.0154], [-2.7719, 3.0669, 6.1424], [-1.6070, 3.0794, 4.8144], [-1.4251, 1.9246, 6.1471], [-3.7254, 1.9483, 4.1006], [-3.5645, 0.7880, 5.4466], [-4.0019, -0.8595, 3.5353], [-2.6549, -1.5459, 2.6524], [-4.5531, 0.7166, 1.7864], [-4.3281, -0.8513, 1.0297], [-1.0198, 2.7715, -0.8740], [-2.8171, -2.1182, 0.0199], [-1.2571, -1.9996, 0.8494], [-1.3261, -1.9991, -0.9155]],
  "forces_ev_per_angstrom": [[0.1, 0.1, -0.4], [0.0, 0.0, 0.0], [-0.1, 0.0, 0.0], [0.2, -0.1, 0.0], [-0.1, 0.0, 0.0], [0.0, 0.2, 0.0], [0.1, -0.2, 0.1], [-0.1, 0.0, 0.0], [0.0, 0.0, 0.0], [0.0, 0.0, 0.0], [0.0, 0.0, 0.0], [0.0, 0.0, 0.0], [0.0, 0.0, 0.0], [0.0, 0.1, 0.1], [0.0, 0.0, 0.0], [0.0, 0.0, 0.0], [0.0, 0.0, 0.0], [0.0, 0.0, 0.0], [0.0, 0.0, 0.0], [0.0, 0.0, 0.0], [0.0, 0.0, 0.0], [0.0, 0.0, 0.0], [0.0, 0.0, 0.0], [-0.1, 0.0, 0.0], [0.0, -0.1, 0.0], [0.0, 0.0, 0.0], [0.0, 0.0, 0.1], [0.0, 0.0, 0.0], [0.0, 0.0, 0.0], [0.0, 0.0, 0.0], [0.0, 0.0, 0.0], [0.0, 0.0, 0.0], [0.0, 0.0, 0.0], [0.0, 0.0, 0.0], [-0.1, 0.0, 0.0], [0.0, 0.0, 0.0], [0.0, 0.0, 0.0], [0.0, 0.0, 0.0], [-0.1, 0.1, 0.0], [0.0, 0.0, 0.1], [0.0, 0.0, -0.1], [0.0, 0.0, 0.1], [-0.1, -0.1, 0.1], [0.1, 0.0, 0.1], [0.0, 0.1, 0.1], [-0.1, 0.0, -0.2], [0.1, 0.0, 0.1], [0.1, 0.0, 0.0], [0.0, 0.0, 0.0], [0.0, 0.0, 0.0], [0.0, 0.0, 0.0], [0.0, 0.0, 0.0], [0.0, 0.0, 0.0], [0.0, 0.0, 0.0], [0.0, -0.1, 0.0], [0.1, 0.0, 0.0], [0.0, 0.0, 0.0], [0.0, 0.0, 0.0], [0.0, 0.0, 0.0], [0.0, 0.0, 0.0], [0.0, 0.0, 0.0], [0.0, 0.0, 0.0]]
}

{
  "formula": "C5H5AgO6",
  "method": "ωB97M-V/def2-TZVPD",
  "total_energy_ev": -21536.936,
  "spin_multiplicity": 2,
  "homo_energy_ev": [-14.8, -14.4],
  "homo_lumo_gap_ev": [9.0995, 6.0076],
  "de_lowest_kcal_mol": 48.5,
  "fmax_ev_per_a": 5.03,
  "s_squared": 0.793,
  "total_charge": 1,
  "elements": ["C", "C", "O", "O", "H", "H", "C", "C", "O", "C", "O", "O", "O", "H", "H", "Ag", "H"],
  "coordinates": [[2.5233, -1.2858, -1.9748], [1.7944, 0.0937, -1.9881], [2.3597, 1.0178, -1.3358], [3.4356, -1.5016, -2.7133], [2.0897, -2.0253, -1.2708], [1.6033, 0.2958, -3.0671], [-0.8131, 0.5329, -0.1801], [-1.3011, -0.6172, 0.7253], [-2.5836, -0.9179, 0.1973], [-2.9423, -0.0293, -0.7248], [-1.9226, 0.8448, -0.9530], [-4.0230, 0.0728, -1.2118], [-0.2381, 1.5126, 0.3657], [-1.3898, -0.3150, 1.7751], [-0.6440, -1.4889, 0.6367], [1.8887, 2.5505, 0.3372], [0.3967, 0.0486, -1.2100]],
  "forces_ev_per_angstrom": [[0.7, -2.2, 0.4], [-1.0, 1.8, -0.6], [0.0, -0.1, 0.2], [-1.4, 0.9, 0.9], [0.4, 0.1, -0.1], [-0.5, 0.1, 0.5], [-2.3, 3.1, 3.2], [0.7, -1.2, -0.8], [0.5, -0.6, 0.4], [-2.3, 0.1, -0.4], [1.9, 0.2, -0.9], [1.3, -0.2, 0.3], [0.8, -1.5, -1.7], [0.2, 0.3, -0.4], [-0.3, 0.0, 0.2], [-0.3, -0.1, 0.0], [1.6, -0.5, -1.1]]
}

{
  "formula": "C7H15N5O2",
  "method": "ωB97M-V/def2-TZVPD",
  "total_energy_ev": -19027.766,
  "spin_multiplicity": 1,
  "homo_energy_ev": -16.9,
  "smiles": "[H]/N=C(\\N)NC(=[NH2+])[N+](O)=C1CCOCC1",
  "homo_lumo_gap_ev": 8.4232,
  "de_lowest_kcal_mol": 11.5,
  "fmax_ev_per_a": 4.82,
  "total_charge": 2,
  "elements": ["H", "N", "C", "N", "N", "C", "N", "N", "O", "C", "C", "C", "O", "C", "C", "H", "H", "H", "H", "H", "H", "H", "H", "H", "H", "H", "H", "H", "H"],
  "coordinates": [[-0.2550, 1.8817, 1.3755], [0.2583, 1.1850, 0.8793], [1.3769, 1.5295, 0.3839], [1.9194, 2.7835, 0.3919], [2.1116, 0.5769, -0.3748], [1.9274, -0.7429, -0.3098], [2.8843, -1.5790, -0.6788], [0.7795, -1.2227, 0.2963], [0.7624, -2.6635, 0.3386], [-0.4835, -0.6267, 0.1499], [-1.5606, -1.0611, 1.0358], [-2.7838, -0.1224, 0.8298], [-3.0875, 0.1289, -0.4861], [-2.1043, 0.7529, -1.1789], [-0.9286, -0.2302, -1.2486], [2.9023, 2.7671, 0.2073], [1.6135, 3.5376, 1.0865], [2.7551, 1.0062, -1.0782], [3.5758, -1.1763, -1.2208], [2.9448, -2.5380, -0.5784], [0.6314, -3.0878, 1.1560], [-1.2362, -0.9932, 2.1673], [-1.8597, -2.1631, 0.9021], [-3.6848, -0.5816, 1.3136], [-2.6990, 0.9526, 1.2331], [-1.7003, 1.6610, -0.9669], [-2.4295, 0.8994, -2.2655], [-1.5180, -1.1307, -1.5589], [-0.1121, 0.2572, -1.8013]],
  "forces_ev_per_angstrom": [[-0.5, 0.4, 0.5], [-0.7, -2.1, -0.8], [0.0, 1.2, -0.4], [-0.6, -0.2, 1.2], [0.3, 2.1, -1.0], [-0.7, -2.5, 1.1], [-1.7, 2.6, 0.4], [1.7, -2.0, 0.6], [0.5, 2.1, -3.7], [0.1, 1.6, -0.9], [-0.4, -0.4, 3.0], [-1.1, 1.4, 1.8], [-1.6, -0.3, -0.6], [0.2, -2.5, -4.1], [-0.1, 0.2, 1.3], [0.6, 0.6, 0.0], [0.4, -1.7, -1.4], [-0.5, -0.9, 0.9], [2.1, 0.8, -1.0], [-0.7, -2.3, 0.3], [-0.3, 0.1, 2.8], [-0.5, -0.2, -2.1], [0.5, 1.6, -0.3], [0.9, 0.4, -0.5], [0.6, -1.8, 0.5], [0.4, 3.1, 1.9], [0.1, -0.4, 1.4], [1.4, 0.1, -0.6], [-0.3, -1.0, -0.4]]
}